(1)
The following is a quantum chemistry calculation of a structure of composition C18H44BrClP2Yb, from the Open Molecules 2025 dataset.

Results
**Spin multiplicity**: 2
**Energy relative to the best compared isomer or geometry (same formula, charge and spin)**: 0.00 kcal/mol
**HOMO level (spin up / spin down)**: -3.53 / -3.54 eV
**Charge**: -1
**Lowest unoccupied orbital energy (spin up / spin down)**: 0.101 / 0.101 hartree

Last column: Mulliken charge in e.
Element x y z (Å)
Yb1 -0.026 -0.441 1.402  -0.184
Cl1 1.476 -0.586 -0.530  -0.593
P1 0.197 0.604 4.066  0.192
C1 0.800 2.309 4.465  0.569
C2 -1.327 0.323 5.169  0.679
C3 1.542 -0.523 4.706  0.490
C4 0.312 3.332 3.410  -1.316
H1 1.886 2.205 4.362  0.353
C5 0.446 2.793 5.890  -1.410
H2 -0.638 2.990 5.971  0.224
H3 0.982 3.751 6.059  0.440
H4 0.744 2.084 6.659  0.282
H5 0.688 3.093 2.418  0.287
H6 0.696 4.332 3.647  0.435
H7 -0.795 3.387 3.340  0.224
H8 2.439 -0.033 4.295  0.294
C6 1.442 -1.926 4.068  -1.357
C7 1.687 -0.563 6.242  -1.375
H9 1.925 0.409 6.661  0.281
H10 2.524 -1.252 6.501  0.459
H11 0.780 -0.958 6.735  0.166
H12 1.500 -1.953 2.972  0.416
H13 0.535 -2.481 4.398  0.143
H14 2.293 -2.516 4.409  0.455
C8 -2.496 1.146 4.578  -1.487
H15 -1.111 0.688 6.203  0.437
C9 -1.753 -1.159 5.266  -1.564
H16 -2.285 2.215 4.488  0.263
H17 -3.379 1.046 5.225  0.457
H18 -2.795 0.790 3.562  0.230
H19 -1.967 -1.615 4.268  0.208
H20 -2.690 -1.230 5.840  0.455
H21 -1.025 -1.796 5.778  0.278
H22 -0.541 1.473 1.467  -0.025
H23 1.323 0.920 2.029  0.193
P2 0.073 -0.462 -4.231  0.307
C10 1.772 -1.025 -4.749  0.531
C11 -1.122 -1.535 -5.180  0.662
C12 -0.029 1.241 -4.974  0.490
C13 2.359 -1.945 -3.674  -0.914
H24 2.327 -0.078 -4.740  0.355
C14 1.873 -1.650 -6.141  -1.498
H25 1.373 -2.628 -6.201  0.212
H26 2.938 -1.817 -6.332  0.469
H27 1.502 -1.009 -6.940  0.258
H28 2.317 -1.476 -2.685  -0.058
H29 3.402 -2.161 -3.926  0.431
H30 1.823 -2.904 -3.607  0.198
H31 0.960 1.643 -4.715  0.320
C15 -1.096 2.082 -4.253  -1.509
C16 -0.187 1.289 -6.492  -1.374
H32 0.637 0.816 -7.025  0.231
H33 -0.184 2.346 -6.778  0.495
H34 -1.139 0.860 -6.839  0.154
H35 -0.951 2.064 -3.170  0.390
H36 -2.120 1.744 -4.473  0.233
H37 -1.014 3.120 -4.585  0.458
C17 -1.041 -2.981 -4.676  -1.603
H38 -0.777 -1.486 -6.222  0.351
C18 -2.558 -1.008 -5.091  -1.645
H39 -0.066 -3.441 -4.783  0.302
H40 -1.760 -3.595 -5.220  0.430
H41 -1.326 -3.025 -3.598  0.320
H42 -2.870 -0.913 -4.026  0.330
H43 -3.235 -1.730 -5.555  0.444
H44 -2.717 -0.055 -5.582  0.285
Br1 -2.550 -1.139 0.443  -0.659

=====

(2)
The following is a quantum chemistry calculation of an isolated molecule of C12H22O3, from the Open Molecules 2025 dataset.

Results
**Spin multiplicity**: 1
**Energy relative to the best compared isomer or geometry (same formula, charge and spin)**: 38.88 kcal/mol
**HOMO level**: -9.47 eV
**Lowest unoccupied orbital energy**: 0.028 hartree
**Structure (SMILES)**: CC(C)(C)[C@@]12CC[C@@](C(C)(C)C)(OO1)O2

Last column: Mulliken charge in e.
Element x y z (Å)
C1 -3.171 -0.550 2.090  -1.685
C2 -2.763 -0.037 0.698  1.535
C3 -3.538 1.267 0.457  -1.728
C4 -3.183 -1.148 -0.314  -1.667
C5 -1.248 0.314 0.727  0.886
C6 -0.622 0.849 -0.559  -0.879
C7 0.865 0.683 -0.335  -0.729
C8 0.858 0.022 1.075  1.379
C9 2.143 -0.752 1.409  1.578
C10 2.213 -2.043 0.607  -1.817
C11 3.398 0.075 1.042  -1.782
C12 2.207 -1.158 2.883  -1.750
O1 0.559 1.051 2.020  -0.452
O2 -0.884 1.236 1.727  -0.424
O3 -0.340 -0.765 0.992  -0.582
H1 -2.939 0.202 2.844  0.356
H2 -4.263 -0.771 2.072  0.455
H3 -2.562 -1.397 2.417  0.285
H4 -3.317 2.018 1.199  0.360
H5 -3.218 1.675 -0.502  0.370
H6 -4.606 1.054 0.431  0.457
H7 -4.254 -1.514 -0.158  0.376
H8 -2.522 -2.008 -0.197  0.370
H9 -3.084 -0.807 -1.317  0.403
H10 -0.913 1.898 -0.679  0.354
H11 -0.931 0.328 -1.458  0.274
H12 1.434 1.654 -0.306  0.329
H13 1.260 0.035 -1.125  0.241
H14 1.367 -2.643 0.867  0.420
H15 2.249 -1.845 -0.469  0.348
H16 3.147 -2.577 0.870  0.440
H17 3.498 0.100 -0.033  0.379
H18 4.299 -0.365 1.468  0.463
H19 3.364 1.113 1.404  0.322
H20 2.409 -0.261 3.498  0.334
H21 1.245 -1.585 3.155  0.356
H22 2.996 -1.894 3.101  0.424

=====

(3)
The following is a quantum chemistry calculation of a cluster of 2 separate species, C4H4 in total, from the Open Molecules 2025 dataset.

Results
**Spin multiplicity**: 1
**Energy relative to the best compared isomer or geometry (same formula, charge and spin)**: 54.06 kcal/mol
**HOMO level**: -9.86 eV
**Lowest unoccupied orbital energy**: 0.046 hartree
**Structure (SMILES)**: C#C.C#C

Last column: Mulliken charge in e.
Element x y z (Å)
C1 -0.150 0.623 1.239  -0.589
C2 0.660 1.494 0.985  -0.225
H1 -0.866 -0.119 1.559  0.423
H2 1.444 2.168 0.786  0.383
C3 -0.850 -0.832 -1.202  -0.514
C4 0.221 -1.449 -1.126  -0.147
H3 -1.675 -0.176 -1.505  0.347
H4 1.217 -1.710 -0.736  0.320

=====

(4)
The following is a quantum chemistry calculation of a cluster of 2 separate species, C4H8O3 in total, from the Open Molecules 2025 dataset.

Results
**Spin multiplicity**: 1
**Energy relative to the best compared isomer or geometry (same formula, charge and spin)**: 68.35 kcal/mol
**HOMO level**: -8.61 eV
**Lowest unoccupied orbital energy**: 0.024 hartree
**Structure (SMILES)**: CC(O)=C=O.CO

Last column: Mulliken charge in e.
Element x y z (Å)
C1 -1.510 0.868 -0.692  -0.883
C2 -1.488 -0.533 -0.155  -0.020
O1 -2.645 -1.315 -0.259  -0.519
C3 -0.470 -1.225 0.332  0.732
O2 0.364 -1.913 0.801  -0.446
H1 -0.584 1.393 -0.441  0.282
H2 -2.364 1.426 -0.284  0.267
H3 -1.621 0.847 -1.787  0.261
H4 -2.725 -1.569 -1.188  0.316
C4 2.473 0.301 0.402  -0.499
O3 1.298 0.916 0.903  -0.490
H5 2.330 -0.776 0.252  0.261
H6 3.316 0.456 1.089  0.227
H7 2.702 0.784 -0.552  0.227
H8 0.923 0.341 1.578  0.284

=====

(5)
The following is a quantum chemistry calculation of a cluster of 2 separate species, F3H3S3Si2 in total, from the Open Molecules 2025 dataset.

Results
**Spin multiplicity**: 1
**Energy relative to the best compared isomer or geometry (same formula, charge and spin)**: 7.22 kcal/mol
**HOMO level (spin up / spin down)**: -10.06 / -8.33 eV
**Lowest unoccupied orbital energy (spin up / spin down)**: -0.076 / -0.095 hartree

Last column: Mulliken charge in e.
Element x y z (Å)
F1 4.123 0.745 1.508  -0.233
F2 3.776 1.781 -0.792  -0.217
F3 5.058 -0.353 -0.511  -0.238
Si1 3.779 0.432 0.000  0.813
Si2 1.642 -0.376 -0.018  0.256
S1 -0.998 2.451 0.265  -0.146
S2 1.017 -1.927 1.499  -0.323
S3 0.858 -1.348 -1.843  -0.246
H1 0.254 2.634 0.203  0.096
H2 1.416 -1.422 2.577  0.132
H3 0.006 -1.783 -0.970  0.106

=====

(6)
The following is a quantum chemistry calculation of an isolated molecule of C5H16N3PS, from the Open Molecules 2025 dataset.

Results
**Spin multiplicity**: 1
**Energy relative to the best compared isomer or geometry (same formula, charge and spin)**: 6.26 kcal/mol
**HOMO level**: -8.71 eV
**Lowest unoccupied orbital energy**: 0.027 hartree
**Structure (SMILES)**: CCCN(C)[P@](N)(=S)NC

Last column: Mulliken charge in e.
Element x y z (Å)
C1 -2.944 -0.084 0.049  -1.409
C2 -1.454 0.141 -0.307  0.094
C3 -0.679 -0.337 0.926  -1.033
N1 0.650 -1.039 0.756  0.002
C4 0.449 -2.318 0.208  -1.044
P1 1.780 -0.178 -0.174  0.559
N2 1.078 -0.382 -2.103  -0.707
S1 3.586 -0.747 0.249  -0.444
N3 1.522 1.489 0.097  -0.208
C5 2.481 2.288 0.741  -0.861
H1 -3.644 0.290 -0.602  0.438
H2 -3.010 -1.155 0.077  0.386
H3 -3.220 0.411 1.026  0.282
H4 -1.075 1.095 -0.625  0.292
H5 -1.304 -0.683 -0.997  0.192
H6 -0.303 0.540 1.461  0.334
H7 -1.257 -1.025 1.528  0.585
H8 1.485 -2.835 0.161  0.299
H9 -0.133 -2.917 0.852  0.407
H10 -0.038 -2.445 -0.879  0.248
H11 1.470 -1.294 -2.489  0.263
H12 1.541 0.320 -2.604  0.257
H13 1.160 1.907 -0.766  0.258
H14 3.269 1.639 1.041  0.328
H15 2.769 3.184 0.091  0.225
H16 2.038 2.794 1.607  0.258

=====

(7)
The following is a quantum chemistry calculation of an isolated molecule of C6H6Br2N2O2, from the Open Molecules 2025 dataset.

Results
**Spin multiplicity**: 1
**Energy relative to the best compared isomer or geometry (same formula, charge and spin)**: 71.78 kcal/mol
**HOMO level**: -8.68 eV
**Lowest unoccupied orbital energy**: -0.021 hartree
**Structure (SMILES)**: N\C=C(Br)/C=C\C=C(\Br)[N+](=O)[O-]

Last column: Mulliken charge in e.
Element x y z (Å)
N1 -0.668 -1.076 1.571  -0.490
C1 -0.151 -1.251 0.315  -0.039
C2 -0.935 -0.973 -0.908  0.222
Br1 -1.449 -2.590 -1.754  -0.160
C3 -1.218 0.106 -1.650  -0.401
C4 -0.701 1.467 -1.265  -0.129
C5 0.298 1.655 -0.452  -0.621
C6 1.169 0.510 -0.019  -0.148
Br2 2.717 0.241 -1.163  -0.115
N2 1.445 0.293 1.338  0.819
O1 0.596 0.767 2.132  -0.670
O2 2.278 -0.543 1.573  -0.577
H1 -1.352 -0.371 1.981  0.309
H2 0.095 -1.113 2.346  0.420
H3 0.594 -2.018 0.377  0.444
H4 -2.039 0.009 -2.357  0.378
H5 -1.328 2.242 -1.859  0.268
H6 0.650 2.646 -0.206  0.489